A 10-piece molecular cluster, C24H45Cl19FI2NO2S overall. Source: the Open Molecules 2025 dataset; level of theory: wB97M-V/def2-TZVPD.

Summary:
Highest occupied orbital energy, eV: -8.58
Calculated total energy, eV: -298884.72992
Frontier orbital gap, eV: 9.0
LUMO energy, eV: 0.38

Atoms and positions in Å:
C  1.1827  -1.4580  6.2721
C  1.3851  -2.1344  4.9601
I  -0.2844  -1.9832  3.6951
C  2.4596  -2.8057  4.5554
I  4.1047  -2.9542  5.8689
N  2.4743  -3.3771  3.2386
C  2.9727  -2.5182  2.1495
C  4.3952  -1.9567  2.1907
C  4.5911  -0.7192  3.0876
Cl  5.6241  -3.2108  2.4999
S  2.7172  -4.9968  3.1098
O  2.9749  -5.3044  1.7500
O  1.6548  -5.6437  3.7932
F  3.9971  -5.3298  3.9124
H  2.0998  -1.3262  6.8384
H  0.4295  -2.0135  6.8355
H  0.7510  -0.4680  6.1081
H  2.8456  -3.0265  1.1966
H  2.2739  -1.6758  2.1181
H  4.5968  -1.6337  1.1729
H  5.2931  -0.9161  3.8945
H  4.9791  0.1107  2.4996
H  3.6133  -0.4090  3.4526
Cl  2.6636  0.2982  0.8606
C  2.7352  1.8390  -0.0388
C  2.2094  2.9860  0.7801
Cl  0.4551  2.8265  1.0704
H  2.1623  1.7079  -0.9541
H  3.7780  2.0159  -0.2999
H  2.3687  3.9209  0.2452
H  2.7002  3.0514  1.7483
Cl  -3.7153  -2.1983  2.7634
C  -4.4383  -1.8150  1.1762
C  -3.6089  -2.3463  0.0414
Cl  -2.0488  -1.4862  -0.0941
H  -4.5572  -0.7363  1.1131
H  -5.4228  -2.2713  1.1623
H  -4.1423  -2.2000  -0.8968
H  -3.3956  -3.4053  0.1635
Cl  4.5286  -2.9049  -1.2640
C  5.8308  -4.0215  -1.7413
C  7.1475  -3.3138  -1.9221
Cl  7.1431  -2.2254  -3.3357
H  5.5188  -4.5261  -2.6520
H  5.9203  -4.7603  -0.9460
H  7.9351  -4.0469  -2.0875
H  7.4000  -2.7217  -1.0461
Cl  -1.7923  2.3327  -4.7723
C  -1.5125  0.6689  -4.1922
C  -0.8107  0.6360  -2.8623
Cl  0.8803  1.1985  -2.9811
H  -0.9447  0.1425  -4.9551
H  -2.4903  0.1990  -4.0983
H  -0.7770  -0.3871  -2.4967
H  -1.3155  1.2528  -2.1219
Cl  -7.8679  -1.2701  0.8864
C  -8.6906  -0.8875  -0.6485
C  -7.9758  -1.4414  -1.8498
Cl  -6.4142  -0.6459  -2.1634
H  -8.7940  0.1931  -0.7041
H  -9.6836  -1.3304  -0.5916
H  -8.5927  -1.2872  -2.7327
H  -7.7854  -2.5067  -1.7444
Cl  6.5531  -2.7017  8.7558
C  7.8666  -1.5546  8.3879
C  7.4314  -0.1229  8.5612
Cl  6.2322  0.3627  7.3342
H  8.2014  -1.7461  7.3715
H  8.6845  -1.7769  9.0713
H  8.2906  0.5361  8.4475
H  6.9921  0.0423  9.5416
Cl  -1.1018  7.9452  -6.9692
C  -1.5868  6.6328  -5.8606
C  -2.2246  5.4803  -6.5891
Cl  -3.8164  5.9129  -7.2714
H  -2.2595  7.0534  -5.1185
H  -0.6843  6.2941  -5.3554
H  -2.3913  4.6553  -5.8999
H  -1.5969  5.1292  -7.4041
Cl  -8.1515  0.3201  -4.8077
C  -7.2444  0.8913  -6.2333
C  -6.7801  -0.2523  -7.0961
Cl  -5.5346  -1.2436  -6.2971
H  -6.4128  1.4936  -5.8764
H  -7.9144  1.5284  -6.8081
H  -6.3409  0.1384  -8.0125
H  -7.6063  -0.9087  -7.3570
Cl  -1.5388  5.3352  -2.5330
C  -2.6350  5.7097  -1.1765
C  -2.4842  4.7324  -0.0408
Cl  -3.0617  3.1026  -0.4782
H  -3.6506  5.7156  -1.5645
H  -2.3890  6.7133  -0.8335
H  -3.0802  5.0650  0.8077
H  -1.4484  4.6424  0.2753